{
  "formula": "C8H15N2O3P",
  "method": "ωB97M-V with the def2-TZVPD basis set",
  "energy_ha": -990.1495,
  "multiplicity": 3,
  "charge": 0,
  "orbital_gap_ha": [0.1876, 0.1614],
  "relative_energy_kcal_mol": 62.79,
  "elements": ["P", "O", "O", "O", "N", "N", "C", "C", "C", "C", "C", "C", "C", "C", "H", "H", "H", "H", "H", "H", "H", "H", "H", "H", "H", "H", "H", "H", "H"],
  "positions_angstrom": [[0.407, 1.675, 0.543], [0.754, 2.687, -2.068], [-0.525, 2.890, 1.108], [1.277, 1.100, 1.550], [-1.983, 0.505, 0.943], [-0.340, -1.490, 1.783], [0.044, -2.312, -0.472], [2.743, 0.300, -1.297], [1.288, 2.285, -1.072], [1.215, -1.322, -0.396], [-3.183, -0.221, 0.587], [-0.940, 0.529, 0.032], [-0.062, -1.166, 0.466], [1.689, -0.521, -1.486], [-0.872, 3.456, 0.345], [1.192, -0.771, -2.356], [-3.516, -0.112, -0.355], [-0.344, -2.290, -1.532], [3.182, 0.459, -0.366], [0.111, -3.389, -0.135], [0.216, -0.843, 2.335], [3.376, 0.796, -1.978], [2.033, -1.766, 0.157], [-4.157, 0.027, 1.175], [-0.259, -2.459, 2.042], [-1.690, 0.376, 1.884], [-2.855, -1.269, 0.750], [2.364, 2.443, -1.087], [-1.164, 0.404, -1.099]]
}

---

{
  "formula": "C8H15N2OPb",
  "method": "ωB97M-V with the def2-TZVPD basis set",
  "energy_ha": -691.3205,
  "multiplicity": 2,
  "charge": 0,
  "orbital_gap_ha": [0.2063, 0.2987],
  "elements": ["Pb", "O", "N", "N", "C", "C", "C", "C", "C", "C", "C", "C", "H", "H", "H", "H", "H", "H", "H", "H", "H", "H", "H", "H", "H", "H", "H"],
  "positions_angstrom": [[10.495, -22.228, 6.577], [8.150, -22.829, 6.738], [4.684, -22.352, 3.846], [2.934, -23.668, 9.403], [5.243, -24.704, 6.935], [6.246, -25.749, 3.100], [3.960, -25.101, 6.104], [3.850, -23.555, 8.694], [5.713, -22.771, 3.556], [7.033, -24.570, 2.474], [7.032, -23.240, 3.166], [4.964, -23.451, 7.788], [7.600, -23.313, 4.093], [7.427, -23.483, 6.680], [5.798, -23.232, 8.455], [6.063, -24.480, 6.253], [4.893, -22.555, 7.171], [7.493, -22.486, 2.528], [5.168, -25.618, 3.001], [3.791, -24.424, 5.266], [3.045, -25.167, 6.694], [4.077, -26.093, 5.668], [6.563, -25.933, 4.127], [5.558, -25.539, 7.561], [6.520, -26.635, 2.528], [6.578, -24.541, 1.484], [8.096, -24.765, 2.332]]
}

---

{
  "formula": "C8H15N2OPb2",
  "method": "ωB97M-V with the def2-TZVPD basis set",
  "energy_ha": -882.8350,
  "charge": 3,
  "orbital_gap_ha": 0.0696,
  "relative_energy_kcal_mol": 78.81,
  "elements": ["Pb", "Pb", "O", "N", "N", "C", "C", "C", "C", "C", "C", "C", "C", "H", "H", "H", "H", "H", "H", "H", "H", "H", "H", "H", "H", "H", "H", "H"],
  "positions_angstrom": [[-0.164, -6.798, 3.802], [4.131, -3.643, 3.045], [0.836, -4.059, 1.283], [-3.051, -2.750, 3.413], [3.105, 0.158, -0.935], [2.414, 2.966, -3.400], [-3.512, -0.443, 2.219], [-2.251, 0.181, 1.593], [-1.104, 0.517, 2.559], [1.208, 2.012, -3.279], [-3.266, -1.728, 2.891], [2.453, 0.348, -1.858], [1.626, 0.543, -3.072], [2.873, 3.132, -2.425], [0.715, -0.055, -3.061], [3.157, 2.554, -4.082], [-4.004, 0.239, 2.913], [0.508, -3.324, 0.728], [2.167, 0.203, -3.955], [-4.239, -0.720, 1.456], [2.020, 3.889, -3.825], [-1.496, 1.007, 3.451], [0.510, 2.082, -4.113], [-0.306, 1.133, 2.144], [0.646, 2.307, -2.392], [-1.801, -0.486, 0.859], [-0.611, -0.401, 2.877], [-2.561, 1.134, 1.164]]
}

---

{
  "formula": "C8H15N2S",
  "method": "ωB97M-V with the def2-TZVPD basis set",
  "energy_ha": -821.1216,
  "charge": 1,
  "orbital_gap_ha": [0.2473, 0.2483],
  "relative_energy_kcal_mol": 101.12,
  "elements": ["S", "N", "N", "C", "C", "C", "C", "C", "C", "C", "C", "H", "H", "H", "H", "H", "H", "H", "H", "H", "H", "H", "H", "H", "H", "H"],
  "positions_angstrom": [[2.779, 0.681, -0.764], [1.189, 0.624, -0.912], [0.580, -0.533, 1.134], [-1.852, 0.800, -1.470], [-0.619, 3.164, -1.798], [0.668, -1.738, 1.420], [-1.104, 0.292, -0.321], [1.090, -2.216, 2.749], [0.132, -3.247, 3.450], [-1.057, 1.755, -2.427], [0.256, 0.073, -0.100], [0.107, -4.265, 2.911], [-1.444, 3.890, -1.741], [0.176, 3.684, -2.534], [-0.173, 1.238, -2.764], [-2.626, 1.384, -1.025], [2.945, 1.767, -1.519], [1.137, -1.422, 3.420], [-1.669, 1.946, -3.315], [0.611, -2.449, 0.573], [-0.070, 3.087, -0.865], [0.737, -3.495, 4.330], [-2.383, -0.014, -2.166], [-1.786, -0.182, 0.310], [-0.680, -2.688, 3.880], [2.083, -2.695, 2.483]]
}

---

{
  "formula": "C8H15N4S2",
  "method": "ωB97M-V with the def2-TZVPD basis set",
  "energy_ha": -1328.9419,
  "charge": 1,
  "orbital_gap_ha": 0.3098,
  "relative_energy_kcal_mol": 6.60,
  "elements": ["S", "S", "N", "N", "N", "N", "C", "C", "C", "C", "C", "C", "C", "C", "H", "H", "H", "H", "H", "H", "H", "H", "H", "H", "H", "H", "H", "H", "H"],
  "positions_angstrom": [[0.295, 1.348, -2.029], [0.224, -1.382, -3.333], [-2.334, -1.332, -2.987], [-1.862, -0.117, -2.579], [-1.833, 1.870, 0.059], [0.135, 1.017, 1.146], [0.389, -1.449, 1.005], [1.420, 1.269, 1.831], [-0.418, 1.861, 0.310], [-0.525, 0.074, -2.679], [2.349, 0.184, 1.081], [-0.516, -0.295, 1.347], [1.779, -1.217, 1.482], [-1.410, -2.080, -3.450], [-1.605, -3.067, -3.798], [-1.057, -0.455, 2.320], [-2.418, 1.264, 0.588], [-0.050, -2.337, 1.564], [-1.292, -0.307, 0.664], [0.153, 2.820, 0.140], [1.744, 2.250, 1.706], [1.909, -1.283, 2.610], [-2.598, 0.491, -2.299], [2.364, 0.391, 0.044], [0.249, -1.605, 0.011], [-2.247, 2.795, -0.099], [1.352, 0.870, 2.861], [3.313, 0.373, 1.384], [2.490, -1.950, 1.100]]
}

---

{
  "formula": "C8H15NO",
  "method": "ωB97M-V with the def2-TZVPD basis set",
  "energy_ha": -443.6288,
  "charge": 0,
  "orbital_gap_ha": [0.3459, 0.2654],
  "relative_energy_kcal_mol": 133.26,
  "elements": ["O", "N", "C", "C", "C", "C", "C", "C", "C", "C", "H", "H", "H", "H", "H", "H", "H", "H", "H", "H", "H", "H", "H", "H", "H"],
  "positions_angstrom": [[2.480, -1.817, -0.466], [1.783, -0.792, -0.381], [0.632, 1.138, -0.005], [-1.819, 1.112, -0.416], [3.221, 1.052, 0.381], [-0.777, -2.340, -0.661], [-0.525, 0.354, -0.588], [-0.584, -1.027, 0.042], [1.898, 0.393, 0.057], [-0.955, -1.110, 1.523], [-1.529, 2.157, -0.339], [3.986, 0.608, 1.114], [3.867, 1.099, -0.529], [-0.213, 0.322, -1.628], [-1.855, -1.768, 1.791], [0.795, 2.147, -0.661], [-2.565, 1.012, -1.117], [-1.031, -0.008, 1.775], [-2.110, 1.048, 0.630], [-0.206, -1.460, 2.231], [-1.801, -2.693, -0.352], [0.010, -3.044, -0.239], [3.123, 2.050, 0.728], [-0.701, -2.385, -1.818], [0.404, 1.590, 1.041]]
}

---

{
  "formula": "C8H15NO3S",
  "method": "ωB97M-V with the def2-TZVPD basis set",
  "energy_ha": -992.4015,
  "charge": 0,
  "orbital_gap_ha": [0.2999, 0.2999],
  "relative_energy_kcal_mol": 49.66,
  "elements": ["S", "O", "O", "O", "N", "C", "C", "C", "C", "C", "C", "C", "C", "H", "H", "H", "H", "H", "H", "H", "H", "H", "H", "H", "H", "H", "H", "H"],
  "positions_angstrom": [[-1.119, -1.231, -2.976], [-2.919, -1.990, -0.508], [-0.999, 0.181, -3.215], [-0.283, -2.111, -3.736], [-2.698, -1.634, -3.249], [-1.729, -1.828, -0.281], [0.906, -0.178, 1.764], [1.608, 1.805, 0.418], [0.699, -0.089, -0.754], [-0.821, 1.277, 0.639], [0.581, 0.658, 0.524], [0.755, -1.553, -0.964], [-0.743, -1.559, -1.247], [1.602, 2.377, 1.342], [0.771, 0.429, 2.654], [-1.562, 0.506, 0.826], [-3.323, -0.899, -2.954], [2.610, 1.411, 0.261], [1.362, 2.470, -0.406], [1.298, -1.865, -1.853], [-2.963, -2.515, -2.834], [1.035, -2.144, -0.097], [0.648, 0.503, -1.658], [-1.342, -1.967, 0.750], [-1.088, 1.787, -0.282], [1.937, -0.520, 1.735], [0.250, -1.041, 1.849], [-0.848, 1.994, 1.456]]
}

---

{
  "formula": "C8H16",
  "method": "ωB97M-V with the def2-TZVPD basis set",
  "energy_ha": -314.3945,
  "charge": 0,
  "orbital_gap_ha": 0.4093,
  "relative_energy_kcal_mol": 0.00,
  "elements": ["C", "C", "C", "C", "C", "C", "C", "C", "H", "H", "H", "H", "H", "H", "H", "H", "H", "H", "H", "H", "H", "H", "H", "H"],
  "positions_angstrom": [[-0.169, -2.330, -0.684], [-1.064, 0.082, -0.144], [-2.333, 0.150, 0.693], [0.135, 1.054, 0.160], [2.364, -0.162, 0.673], [0.152, 2.330, -0.651], [1.077, -0.081, -0.139], [-0.054, -1.059, 0.131], [0.130, 1.274, 1.226], [-2.109, 0.157, 1.782], [-2.839, 1.105, 0.438], [-1.067, -2.921, -0.438], [-0.191, -1.330, 1.197], [3.029, 0.672, 0.395], [1.369, -0.158, -1.186], [2.866, -1.125, 0.456], [-1.386, 0.114, -1.182], [-0.230, -2.059, -1.763], [-3.050, -0.671, 0.478], [0.131, 2.149, -1.744], [2.179, -0.171, 1.758], [-0.734, 2.960, -0.496], [0.729, -2.932, -0.443], [1.064, 2.951, -0.518]]
}